Density functional theory data (wB97M-V/def2-TZVPD) for C20H26IN5O3OsS as an isolated structure.

Values from the calculation:
- total energy (eV) = -56117.723
- LUMO (Ha) = -0.55415
- net charge = +4
- max |F| (eV/Å) = 0.38
- orbital gap (eV) = 3.79

Each line ends with the Mulliken charge.
Cartesian coordinates (Å):
Os: 0.3412 -0.4089 0.3834  1.825
O: 3.5822 -2.7198 -6.6283  -0.418
C: 3.7247 -2.6419 -5.3164  0.454
O: 4.6151 -3.1794 -4.7229  -0.473
C: 2.7006 -1.8937 -4.4882  0.200
C: 3.1874 -1.2062 -3.3736  -0.911
C: 2.3139 -0.6539 -2.4622  -0.071
C: 0.9382 -0.7938 -2.6621  0.310
C: 0.4416 -1.4773 -3.7718  -0.306
C: 1.3296 -2.0140 -4.6914  -0.949
N: 0.0295 -0.2891 -1.6804  -0.019
C: -1.1334 0.1562 -1.9958  -0.441
C: -2.0627 0.4032 -0.9051  0.541
C: -3.3389 0.8817 -1.0735  -0.948
C: -4.1617 1.0374 0.0468  -0.222
C: -3.6731 0.7064 1.3070  -0.928
C: -2.3833 0.2407 1.4295  0.297
N: -1.5739 0.0863 0.3476  -0.261
H: 2.9141 -2.1252 -6.9959  0.356
H: 4.2578 -1.1352 -3.2324  0.495
H: 2.6989 -0.0961 -1.6202  0.396
H: -0.6205 -1.6467 -3.9006  0.601
H: 0.9439 -2.5744 -5.5344  0.469
H: -1.4279 0.3171 -3.0281  0.681
H: -3.6963 1.1288 -2.0656  0.507
H: -5.1723 1.4121 -0.0691  0.518
H: -4.2850 0.8149 2.1930  0.461
H: -1.9631 -0.0102 2.3917  0.401
N: 3.1442 2.6036 0.7835  -0.252
C: 2.3669 1.6485 1.1753  0.687
O: 1.7165 0.9934 0.2527  -0.895
C: 2.2477 1.3621 2.6435  -0.844
I: 1.0099 -0.3306 3.0314  0.152
H: 3.2267 2.8355 -0.2040  0.300
H: 3.6884 3.1637 1.4346  0.264
H: 1.7977 2.2112 3.1603  0.525
H: 3.2242 1.1529 3.0812  0.534
C: 3.5087 -4.6329 3.5236  -0.989
C: 2.7202 -5.1945 2.3556  -0.427
N: 2.1277 -4.1102 1.5054  -0.071
C: 0.9429 -3.5587 1.5195  0.531
S: 0.6314 -2.5197 0.0449  -0.175
N: -0.0594 -3.7279 2.3564  0.002
C: -0.1870 -4.6670 3.5191  -0.569
C: -0.7517 -6.0131 3.1029  -1.020
H: 3.9314 -5.4622 4.0904  0.370
H: 2.8825 -4.0508 4.2022  0.264
H: 4.3385 -4.0136 3.1835  0.365
H: 1.9213 -5.8624 2.6603  0.094
H: 3.3631 -5.7529 1.6770  0.410
H: 2.7543 -3.7846 0.7787  0.274
H: -0.9447 -3.3550 2.0396  0.271
H: -0.8565 -4.1626 4.2147  0.411
H: 0.7833 -4.7367 4.0020  0.183
H: -1.7485 -5.9111 2.6738  0.384
H: -0.8388 -6.6444 3.9871  0.373
H: -0.1154 -6.5271 2.3819  0.284

Force components x, y, z for each atom (eV/Å):
Os -0.01 -0.02 -0.02
O -0.08 0.02 -0.12
C 0.26 -0.10 0.27
O -0.11 0.07 -0.11
C -0.08 0.01 -0.03
C -0.03 0.00 -0.02
C 0.02 -0.01 0.00
C 0.00 -0.03 -0.02
C -0.03 0.01 0.02
C 0.05 0.03 0.01
N -0.02 0.01 0.01
C 0.02 0.01 -0.01
C -0.03 0.01 -0.02
C 0.03 -0.01 -0.01
C 0.00 0.00 0.00
C 0.02 -0.01 0.02
C -0.04 0.01 0.04
N 0.05 0.01 0.00
H 0.02 -0.02 0.00
H 0.00 -0.01 -0.01
H 0.00 0.00 0.01
H -0.01 0.00 0.02
H 0.00 0.00 0.00
H 0.01 -0.01 0.00
H 0.00 0.00 0.00
H 0.00 0.00 0.00
H 0.00 0.00 0.00
H 0.00 0.00 0.00
N -0.03 -0.03 0.00
C 0.05 0.04 0.05
O -0.08 -0.08 -0.06
C 0.01 0.00 0.00
I -0.01 0.00 0.00
H 0.01 0.00 -0.01
H 0.00 0.01 0.00
H 0.00 0.00 0.00
H 0.00 0.00 0.00
C 0.00 0.00 0.00
C 0.01 -0.02 0.01
N -0.02 0.03 -0.01
C 0.03 -0.03 0.04
S 0.02 0.08 -0.02
N 0.00 0.01 -0.02
C 0.00 0.01 0.01
C 0.00 0.00 0.00
H 0.00 0.00 0.00
H 0.01 0.00 0.00
H 0.00 0.00 0.00
H -0.01 0.00 -0.01
H 0.00 0.00 0.00
H 0.01 0.00 -0.01
H -0.01 -0.01 0.00
H 0.00 0.00 0.00
H 0.00 0.00 0.00
H 0.00 0.00 0.00
H 0.00 0.00 0.00
H 0.00 0.00 0.00



Density functional theory data (wB97M-V/def2-TZVPD) for C20H26MnN5O2S2Se2 as an isolated structure.

Values from the calculation:
- total energy (eV) = -216386.431
- relative energy (zero: lowest compared OMol25 entry of this formula, charge and spin) (kcal/mol) = 8.67
- <S²> = 0.79
- LUMO (alpha / beta) (Ha) = -0.08840 / -0.09090
- net charge = +1
- max |F| (eV/Å) = 0.77
- spin multiplicity = 2
- orbital gap (alpha / beta) (eV) = 7.89 / 7.80

Each line ends with the Löwdin spin population.
Cartesian coordinates (Å):
Mn: 0.2795 0.6536 -1.2317  0.991
O: -2.5223 -0.8246 -0.1933  0.001
S: -1.7152 -0.5538 0.9879  0.003
O: -2.1740 0.5243 1.8274  0.003
N: -0.1867 -0.3561 0.4990  0.014
C: 0.8761 -0.3965 1.4049  -0.001
C: 0.8166 -0.5531 2.7688  0.003
C: 1.9997 -0.6760 3.5285  0.000
C: 3.2318 -0.6293 2.9455  0.003
C: 3.3330 -0.4106 1.5516  0.000
C: 4.5671 -0.2944 0.8746  0.000
C: 4.5788 -0.0375 -0.4666  -0.001
C: 3.3552 0.1314 -1.1381  -0.001
N: 2.1866 0.0255 -0.5459  -0.007
C: 2.1579 -0.2760 0.7894  0.000
C: -1.7257 -2.0326 1.9691  -0.001
C: -2.6102 -2.0950 3.0361  0.000
C: -2.6859 -3.2597 3.7846  0.000
C: -1.8752 -4.3423 3.4715  0.000
C: -0.9859 -4.2655 2.4064  0.000
C: -0.9131 -3.1090 1.6503  0.001
H: -0.1364 -0.5830 3.2782  0.000
H: 1.9134 -0.8115 4.5984  0.000
H: 4.1353 -0.7313 3.5322  0.000
H: 5.4891 -0.4049 1.4319  0.000
H: 5.5011 0.0578 -1.0213  0.000
H: 3.3507 0.3586 -2.1971  0.000
H: -3.2216 -1.2360 3.2772  0.000
H: -3.3740 -3.3209 4.6168  0.000
H: -1.9316 -5.2466 4.0626  0.000
H: -0.3474 -5.1064 2.1716  0.000
H: -0.2113 -3.0304 0.8282  0.000
C: 1.3843 4.0707 -1.1234  0.002
Se: 0.7781 2.7023 0.1163  -0.007
C: -1.0423 3.3428 0.3824  0.000
C: -1.7797 3.5766 -0.9166  -0.001
Se: -1.7164 2.0626 -2.1622  -0.005
C: -3.5019 1.3785 -1.8006  0.003
H: 1.3045 5.0458 -0.6496  0.000
H: 0.8188 4.0408 -2.0513  0.000
H: 2.4296 3.8572 -1.3348  0.000
H: -0.9858 4.2628 0.9649  0.000
H: -1.5157 2.5726 0.9954  0.000
H: -1.3873 4.4353 -1.4564  0.000
H: -2.8364 3.7638 -0.7257  0.000
H: -4.2224 2.1004 -2.1758  0.000
H: -3.6306 1.1889 -0.7401  0.000
H: -3.5989 0.4435 -2.3455  0.000
N: -0.4454 -1.0431 -2.2331  -0.005
N: -0.6141 -0.9224 -3.6228  0.001
C: 0.1747 -0.0644 -4.3012  0.002
N: 0.1301 -0.1213 -5.6324  0.002
S: 1.1662 1.0339 -3.4948  0.000
H: 0.1466 -1.8450 -2.0300  0.000
H: -1.3546 -1.1470 -1.7570  0.000
H: -1.0505 -1.6915 -4.1116  0.000
H: -0.4408 -0.7818 -6.1325  0.000
H: 0.6344 0.5700 -6.1603  0.000

Force components x, y, z for each atom (eV/Å):
Mn 0.29 -0.13 -0.29
O 0.50 -0.01 -0.14
S 0.38 -0.36 0.11
O -0.04 0.11 0.03
N -0.63 0.30 -0.34
C -0.04 0.06 0.01
C 0.06 0.04 0.07
C 0.00 0.01 -0.01
C 0.01 0.00 0.02
C 0.00 -0.02 0.01
C -0.01 0.01 -0.06
C -0.04 -0.01 0.07
C 0.10 -0.06 -0.08
N -0.35 -0.12 -0.02
C 0.01 0.05 0.08
C -0.19 0.05 0.02
C 0.00 0.05 -0.01
C 0.04 -0.07 0.01
C -0.01 0.04 -0.01
C -0.04 -0.04 0.06
C 0.08 0.02 -0.19
H 0.06 0.02 -0.01
H 0.00 0.00 0.00
H 0.00 0.00 0.00
H 0.00 0.00 0.00
H 0.01 0.00 0.01
H -0.04 0.02 0.04
H 0.00 0.00 0.00
H 0.00 0.01 0.00
H 0.00 0.00 0.00
H 0.01 0.00 -0.01
H -0.02 -0.02 0.02
C 0.04 -0.04 -0.01
Se 0.12 0.09 0.03
C 0.01 -0.06 0.04
C -0.06 0.04 -0.01
Se -0.22 -0.18 0.27
C -0.06 0.08 -0.01
H 0.00 0.00 0.00
H 0.00 0.00 -0.01
H 0.01 0.00 0.00
H 0.00 0.01 -0.01
H 0.02 0.03 -0.07
H 0.01 0.01 0.00
H 0.00 0.00 -0.03
H 0.02 0.02 -0.03
H 0.02 0.02 -0.05
H -0.03 -0.02 0.03
N -0.15 -0.08 0.17
N -0.02 0.02 -0.05
C 0.00 0.05 0.16
N -0.01 0.01 0.01
S 0.09 0.18 0.13
H -0.05 -0.02 0.09
H 0.17 -0.07 -0.11
H -0.05 0.00 0.05
H -0.01 0.00 0.00
H 0.02 -0.01 0.00



Density functional theory data (wB97M-V/def2-TZVPD) for one molecule with the formula C20H26N2O.

Values from the calculation:
- total energy (eV) = -26189.414
- relative energy (zero: lowest compared OMol25 entry of this formula, charge and spin) (kcal/mol) = 24.14
- SMILES string = COc1ccccc1CNC1CCN(Cc2ccccc2)CC1
- LUMO (Ha) = 0.03056
- net charge = 0
- max |F| (eV/Å) = 0.44
- orbital gap (eV) = 9.17

Each line ends with the Mulliken charge.
Cartesian coordinates (Å):
C: -5.0777 -2.6786 -0.7018  -0.973
H: -4.6776 -3.6526 -0.9809  0.245
O: -3.9977 -1.9696 -0.1485  -0.385
C: -4.2088 -0.6877 0.2841  0.671
C: -5.4368 -0.0399 0.2329  -0.500
C: -5.5605 1.2593 0.6976  -0.671
C: -4.4663 1.9230 1.2176  -0.812
C: -3.2421 1.2788 1.2702  -0.134
C: -3.0942 -0.0170 0.8070  0.466
C: -1.7539 -0.7032 0.8760  -0.986
N: -0.6711 0.2464 0.6864  -0.142
H: 0.2069 -0.1720 0.9728  0.308
C: -0.5513 0.7769 -0.6616  -0.239
C: 0.3071 2.0454 -0.6430  -1.355
C: 1.7831 1.7221 -0.4266  -0.516
N: 2.2519 0.8280 -1.4675  0.114
C: 1.5365 -0.4311 -1.4280  -0.511
C: 0.0520 -0.1930 -1.6914  -1.201
H: -0.0625 0.2418 -2.6850  0.434
H: -0.4796 -1.1465 -1.6730  0.420
H: 1.6681 -0.9509 -0.4600  0.308
H: 1.9416 -1.0802 -2.2095  0.415
C: 3.7004 0.6771 -1.5030  -1.732
C: 4.2917 0.0242 -0.2765  0.922
C: 4.6528 0.7866 0.8284  -0.250
C: 5.1269 0.1832 1.9799  -0.660
C: 5.2473 -1.1944 2.0434  -0.419
C: 4.8990 -1.9635 0.9463  -0.658
C: 4.4248 -1.3576 -0.2037  -0.264
H: 4.1622 -1.9641 -1.0593  0.358
H: 4.9980 -3.0388 0.9859  0.380
H: 5.6165 -1.6664 2.9421  0.380
H: 5.4043 0.7902 2.8296  0.378
H: 4.5694 1.8633 0.7833  0.360
H: 4.1246 1.6772 -1.6328  0.526
H: 3.9404 0.0844 -2.3911  0.525
H: 1.9236 1.2952 0.5820  0.344
H: 2.3651 2.6460 -0.4850  0.392
H: 0.1976 2.5570 -1.6001  0.359
H: -0.0400 2.7065 0.1512  0.459
H: -1.5676 1.0431 -0.9762  0.592
H: -1.7449 -1.5323 0.1520  0.352
H: -1.6368 -1.1394 1.8743  0.379
H: -2.3710 1.7768 1.6662  0.417
H: -4.5642 2.9346 1.5814  0.391
H: -6.5231 1.7471 0.6496  0.374
H: -6.3067 -0.5369 -0.1671  0.391
H: -5.4730 -2.1821 -1.5942  0.382
H: -5.8846 -2.8165 0.0254  0.364

Force components x, y, z for each atom (eV/Å):
C -0.17 -0.12 -0.09
H -0.08 0.05 0.00
O 0.19 0.30 0.18
C 0.10 0.14 0.08
C -0.09 -0.28 -0.14
C 0.02 0.09 0.04
C -0.11 0.10 0.04
C -0.09 -0.11 -0.04
C -0.05 -0.22 -0.05
C 0.04 -0.24 -0.10
N 0.35 -0.10 0.25
H -0.11 0.04 0.07
C 0.03 0.25 -0.29
C -0.02 -0.13 0.05
C -0.24 0.19 -0.08
N 0.04 0.02 -0.07
C -0.25 -0.03 -0.18
C -0.02 -0.05 0.25
H 0.00 -0.04 -0.08
H -0.04 -0.02 -0.04
H 0.04 -0.02 -0.09
H 0.02 -0.05 0.09
C -0.03 0.02 -0.04
C 0.02 0.02 -0.05
C 0.02 -0.03 -0.06
C 0.03 0.05 0.11
C 0.03 -0.04 0.07
C 0.01 -0.12 0.03
C 0.03 0.06 -0.02
H -0.03 -0.05 -0.09
H 0.01 -0.08 0.01
H 0.03 -0.03 0.06
H 0.03 0.04 0.06
H -0.02 0.11 -0.02
H 0.04 -0.07 -0.03
H 0.06 0.06 0.04
H 0.07 0.06 -0.01
H 0.02 -0.03 0.10
H 0.04 0.07 -0.04
H -0.06 0.03 0.01
H 0.14 0.00 -0.01
H 0.03 0.10 0.16
H 0.01 -0.07 -0.11
H 0.11 0.06 0.03
H -0.01 0.09 0.03
H -0.07 0.04 -0.01
H -0.05 -0.07 -0.04
H 0.00 -0.01 0.05
H 0.02 0.02 -0.04



Density functional theory data (wB97M-V/def2-TZVPD) for one molecule with the formula C20H26N2O4.

Values from the calculation:
- total energy (eV) = -32333.719
- relative energy (zero: lowest compared OMol25 entry of this formula, charge and spin) (kcal/mol) = 12.84
- SMILES string = CCOc1ccccc1[C@H]1NC(=O)NC(C)=C1C(=O)O[C@H]1CCC[C@H]1C
- LUMO (Ha) = 0.02672
- net charge = 0
- max |F| (eV/Å) = 0.97
- orbital gap (eV) = 9.16

Each line ends with the Mulliken charge.
Cartesian coordinates (Å):
C: -1.9649 -0.2998 3.8347  -1.343
C: -2.4908 0.3390 2.5594  -0.512
O: -1.3737 0.8139 1.8354  -0.121
C: -1.5450 1.2857 0.5746  0.680
C: -2.7845 1.4792 -0.0275  -0.918
C: -2.8704 1.9902 -1.3114  -0.741
C: -1.7261 2.3228 -2.0101  -0.751
C: -0.4909 2.1250 -1.4167  -0.166
C: -0.3790 1.5960 -0.1426  0.570
C: 0.9947 1.4194 0.4774  -0.218
N: 1.2638 2.5576 1.3448  -0.119
C: 1.4912 2.5375 2.6713  0.186
O: 1.5634 3.5300 3.3631  -0.705
N: 1.7040 1.2757 3.2007  -0.018
C: 1.5189 0.0962 2.5253  1.138
C: 1.1560 0.1090 1.2218  -0.317
C: 0.8661 -1.1042 0.4562  -0.016
O: 0.8657 -2.2410 0.8845  -0.715
O: 0.5687 -0.8144 -0.8204  0.069
C: 0.1863 -1.8919 -1.6741  -0.446
H: -0.0689 -2.7435 -1.0345  0.504
C: -0.9861 -1.4226 -2.5359  -0.697
H: -1.5543 -2.2883 -2.8777  0.398
H: -1.6438 -0.7565 -1.9800  0.151
C: -0.3014 -0.7337 -3.7100  -0.286
C: 0.8669 -1.6645 -4.0315  -0.933
H: 0.5316 -2.4612 -4.6968  0.267
C: 1.3099 -2.2597 -2.6786  0.546
C: 2.6785 -1.7536 -2.2366  -1.656
H: 3.4401 -2.0818 -2.9404  0.501
H: 2.6866 -0.6672 -2.1916  0.233
H: 2.9282 -2.1437 -1.2520  0.328
H: 1.3569 -3.3496 -2.7499  0.336
H: 1.6838 -1.1380 -4.5223  0.462
H: 0.0669 0.2382 -3.3840  -0.052
H: -0.9677 -0.5895 -4.5590  0.484
C: 1.7798 -1.1152 3.3575  -1.983
H: 1.2194 -1.0556 4.2893  0.504
H: 1.5010 -2.0147 2.8210  0.382
H: 2.8410 -1.1620 3.6028  0.427
H: 1.9272 1.2476 4.1850  0.271
H: 1.0517 3.4650 0.9569  0.270
H: 1.7287 1.4428 -0.3457  0.522
H: 0.4108 2.3782 -1.9563  0.390
H: -1.7922 2.7281 -3.0078  0.433
H: -3.8425 2.1308 -1.7600  0.411
H: -3.6926 1.2397 0.5029  0.435
H: -3.1680 1.1710 2.7986  0.366
H: -3.0384 -0.4044 1.9645  0.452
H: -2.7933 -0.6665 4.4341  0.475
H: -1.3086 -1.1282 3.5826  0.220
H: -1.4047 0.4332 4.4091  0.301

Force components x, y, z for each atom (eV/Å):
C -0.05 0.22 -0.40
C -0.29 -0.14 0.29
O 0.07 0.14 -0.10
C -0.02 0.17 -0.31
C -0.03 -0.16 0.34
C 0.06 0.04 -0.14
C -0.11 0.06 -0.11
C -0.06 -0.05 0.23
C -0.03 0.15 0.12
C -0.07 -0.13 -0.16
N -0.05 0.06 -0.34
C 0.18 0.05 0.10
O -0.01 0.26 0.25
N -0.03 -0.15 0.29
C 0.01 -0.26 -0.56
C 0.38 0.30 0.11
C 0.13 -0.41 0.45
O -0.03 -0.01 -0.15
O 0.17 0.25 -0.06
C -0.42 -0.87 -0.14
H 0.06 0.22 -0.16
C 0.26 0.25 0.17
H -0.03 -0.07 0.00
H -0.13 -0.04 0.07
C -0.08 -0.14 -0.08
C -0.05 0.00 -0.02
H 0.01 0.00 -0.08
C 0.13 0.13 0.16
C -0.16 -0.20 -0.01
H 0.10 0.01 -0.04
H 0.07 0.12 -0.01
H 0.11 0.01 0.11
H -0.04 0.05 0.04
H 0.07 -0.03 -0.09
H 0.00 0.10 -0.03
H 0.00 0.12 -0.04
C -0.05 -0.15 -0.11
H -0.05 0.04 0.11
H 0.04 0.04 0.11
H 0.08 0.03 0.05
H -0.06 0.11 -0.16
H 0.04 -0.03 0.20
H -0.22 -0.04 0.11
H 0.14 -0.02 -0.06
H -0.01 0.04 -0.10
H -0.08 0.02 -0.03
H -0.06 -0.03 0.08
H 0.05 -0.10 -0.10
H 0.04 0.13 0.01
H -0.06 -0.05 0.08
H 0.06 -0.12 0.02
H 0.05 0.06 0.11



> The lowest max |F| belongs to which entry?

C20H26IN5O3OsS



> The highest net charge belongs to which entry?

C20H26IN5O3OsS



> Which of these has the lowest max |F|?

C20H26IN5O3OsS



> Which value of max |F| does entry 3 give?

0.44 eV/Å